Entry 1:
The following is a quantum chemistry calculation of C44H37Br2N7OP2SV as an isolated structure in a non-equilibrium geometry, from the Open Molecules 2025 dataset.

Values from the calculation:
* orbital gap (alpha / beta): 0.2279 / 0.2488 hartree
* ΔE to the lowest compared entry with this formula, charge and spin: 1.468 eV
* total charge: +2
* expectation value of S²: 0.924
* spin multiplicity: 2
* largest force on an atom: 1.3 eV Å⁻¹

```
95
Properties=species:S:1:pos:R:3:lowdin_charge:R:1
V -0.3050 -0.0019 -0.1951 0.76
C 5.2211 -0.0808 -2.0557 -0.05
C 4.0706 -0.8213 -2.2661 -0.05
C 2.8880 -0.4725 -1.6335 -0.06
C 2.8387 0.6333 -0.7943 -0.23
C 4.0094 1.3683 -0.5631 -0.01
C 5.1868 1.0066 -1.1952 -0.05
N 1.5935 1.0087 -0.1595 0.00
N 1.6976 2.0553 0.5237 0.10
C 0.5772 2.5074 1.1855 -0.30
C 0.8304 3.6099 2.0125 0.01
C -0.1711 4.1237 2.8095 -0.04
C -1.4162 3.5179 2.7656 -0.04
C -1.6545 2.4269 1.9335 -0.15
C -0.6818 1.8779 1.1026 -0.20
H 6.1458 -0.3552 -2.5481 0.12
H 4.0929 -1.6880 -2.9160 0.12
H 2.0201 -1.0871 -1.7723 0.08
H 3.9957 2.2132 0.1023 0.11
H 6.0861 1.5813 -1.0136 0.12
H 1.8303 4.0269 2.0160 0.13
H 0.0138 4.9716 3.4559 0.12
H -2.2268 3.8915 3.3814 0.12
H -2.6547 2.0186 1.9587 0.09
C 0.7630 2.3897 -2.9103 -0.01
C 0.3444 1.0268 -3.3566 -0.31
C 0.3754 0.7643 -4.7461 0.02
C 0.0883 -0.4769 -5.2379 0.03
C -0.1895 -1.5201 -4.3274 -0.17
C -0.3658 -2.8857 -4.6655 -0.60
Br -0.3964 -3.4072 -6.4756 0.86
C -0.4812 -3.8400 -3.6920 -0.13
C -0.4500 -3.4897 -2.3313 -0.59
Br -0.5059 -4.8246 -1.0157 0.89
C -0.3544 -2.1654 -1.9648 -0.42
O -0.2640 -1.7467 -0.7235 -0.29
C -0.2196 -1.1749 -2.9664 -0.16
N -0.0060 0.0910 -2.4864 0.06
H 1.8163 2.5308 -3.1661 0.11
H 0.6573 2.5274 -1.8417 0.04
H 0.1985 3.1612 -3.4379 0.10
H 0.6470 1.5741 -5.4104 0.13
H 0.1103 -0.6767 -6.3014 0.10
H -0.5804 -4.8834 -3.9650 0.11
C -2.5292 -2.2184 1.8909 -0.20
P -2.5325 -1.0481 0.5022 0.93
C -3.2221 -2.1156 -0.8012 -0.19
C -3.8281 0.1735 0.7282 -0.39
C -4.9667 -0.0054 1.5063 -0.05
C -5.9529 0.9703 1.5087 -0.04
C -5.8144 2.1009 0.7150 -0.03
C -4.6812 2.2785 -0.0671 -0.06
C -3.6731 1.3205 -0.0499 -0.39
P -2.1526 1.5070 -1.0440 0.94
C -1.9520 3.3228 -1.1861 -0.19
C -2.8028 1.0918 -2.7127 -0.19
H -3.3784 -2.8937 1.7851 0.07
H -2.5840 -1.7240 2.8554 0.05
H -1.6076 -2.7992 1.8350 0.06
H -4.2731 -2.2967 -0.5773 0.08
H -2.6901 -3.0645 -0.7956 0.02
H -3.1480 -1.6709 -1.7899 0.04
H -5.0871 -0.8990 2.1079 0.12
H -6.8367 0.8444 2.1212 0.12
H -6.5923 2.8538 0.7097 0.12
H -4.5921 3.1727 -0.6741 0.12
H -2.4047 3.6690 -2.1148 0.07
H -0.9079 3.6165 -1.1627 0.04
H -2.4369 3.8027 -0.3394 0.06
H -3.7932 1.5382 -2.8033 0.07
H -2.8897 0.0182 -2.8625 0.04
H -2.1654 1.5025 -3.4931 0.05
S 5.0859 -1.4397 5.8848 1.07
N 5.1767 -2.0570 4.4034 -0.20
C 4.0353 -1.7737 3.8079 -0.31
C 3.6459 -2.1711 2.4817 -0.08
C 4.4155 -3.0426 1.7080 0.03
C 3.9160 -3.4695 0.5026 -0.01
C 2.6883 -2.9653 0.0854 -0.14
N 1.9817 -2.0861 0.7722 0.12
C 2.4160 -1.7139 1.9740 -0.14
C 1.4894 -0.9185 2.8038 -0.09
N 0.2884 -0.5071 2.3004 0.11
C -0.5807 0.0000 3.1693 -0.17
C -0.3377 0.2192 4.5144 -0.01
C 0.9058 -0.0779 5.0078 0.04
C 1.8316 -0.6640 4.1494 -0.07
C 3.1389 -1.0459 4.6259 -0.31
N 3.6172 -0.7880 5.8274 -0.20
H 5.3656 -3.3934 2.0911 0.13
H 4.4520 -4.1795 -0.1127 0.12
H 2.2644 -3.2969 -0.8564 0.10
H -1.5400 0.2738 2.7768 0.07
H -1.1147 0.6431 5.1375 0.12
H 1.1779 0.1005 6.0405 0.13
```


Entry 2:
The following is a quantum chemistry calculation of C44H37CeO4P2 as an isolated structure in a non-equilibrium geometry, from the Open Molecules 2025 dataset.

Values from the calculation:
* orbital gap (alpha / beta): 0.1844 / 0.1781 hartree
* ΔE to the lowest compared entry with this formula, charge and spin: 5.373 eV
* total charge: +2
* expectation value of S²: 0.767
* spin multiplicity: 2
* largest force on an atom: 15.0 eV Å⁻¹

```
88
Properties=species:S:1:pos:R:3:lowdin_charge:R:1
Ce -0.4016 0.0196 -0.4686 0.85
P -0.4247 2.3350 -0.6783 0.93
C -0.7145 0.0774 1.3304 -0.49
O -0.9070 0.1130 2.4805 0.24
P -0.4451 -2.3046 -0.5300 0.94
C -0.3921 3.3031 0.8731 -0.34
C -1.8980 3.0185 -1.5246 -0.33
C 1.0047 2.9784 -1.6126 -0.33
C 1.1496 -3.1580 -0.8137 -0.32
C -1.0644 -3.1453 0.9712 -0.32
C -1.5536 -2.9066 -1.8494 -0.34
C 0.6814 4.1331 1.2144 -0.07
C 0.6674 4.8384 2.4191 -0.04
C -0.4167 4.7226 3.2876 -0.03
C -1.4910 3.8954 2.9512 -0.04
C -1.4782 3.1874 1.7538 -0.09
H 1.5240 4.2327 0.5378 0.11
H 1.5053 5.4811 2.6744 0.13
H -0.4258 5.2724 4.2244 0.12
H -2.3363 3.7964 3.6262 0.12
H -2.3133 2.5414 1.4975 0.12
C 2.2758 2.4963 -1.2713 -0.10
C 3.4072 2.9850 -1.9198 -0.04
C 3.2764 3.9463 -2.9239 -0.03
C 2.0117 4.4192 -3.2753 -0.04
C 0.8772 3.9395 -2.6206 -0.05
H 2.3604 1.7261 -0.5084 0.08
H 4.3892 2.6055 -1.6520 0.12
H 4.1577 4.3184 -3.4388 0.12
H 1.9057 5.1587 -4.0641 0.12
H -0.1064 4.3026 -2.9021 0.11
C -2.3452 4.3209 -1.2559 -0.06
C -3.4581 4.8333 -1.9210 -0.03
C -4.1343 4.0510 -2.8581 -0.03
C -3.6935 2.7547 -3.1285 -0.05
C -2.5828 2.2362 -2.4645 -0.09
H -1.8287 4.9291 -0.5195 0.12
H -3.7980 5.8421 -1.7034 0.12
H -5.0040 4.4502 -3.3730 0.12
H -4.2176 2.1417 -3.8566 0.12
H -2.2308 1.2314 -2.6765 0.09
C -2.2591 -3.8735 0.9826 -0.05
C -2.7002 -4.4788 2.1607 -0.04
C -1.9522 -4.3643 3.3313 -0.03
C -0.7580 -3.6395 3.3246 -0.03
C -0.3178 -3.0308 2.1536 -0.08
H -2.8410 -3.9713 0.0718 0.11
H -3.6291 -5.0425 2.1592 0.12
H -2.2975 -4.8355 4.2471 0.12
H -0.1733 -3.5421 4.2347 0.11
H 0.6083 -2.4627 2.1534 0.09
C 2.1778 -2.4976 -1.4997 -0.09
C 3.3876 -3.1479 -1.7387 -0.03
C 3.5852 -4.4553 -1.2919 -0.03
C 2.5662 -5.1159 -0.6041 -0.04
C 1.3535 -4.4715 -0.3643 -0.07
H 2.0153 -1.4835 -1.8510 0.08
H 4.1794 -2.6294 -2.2723 0.12
H 4.5312 -4.9573 -1.4750 0.12
H 2.7154 -6.1319 -0.2491 0.12
H 0.5675 -4.9851 0.1811 0.12
C -1.2859 -4.0568 -2.5981 -0.04
C -2.1848 -4.4756 -3.5794 -0.03
C -3.3547 -3.7528 -3.8135 -0.03
C -3.6252 -2.6034 -3.0679 -0.05
C -2.7254 -2.1769 -2.0948 -0.11
H -0.3715 -4.6157 -2.4249 0.11
H -1.9667 -5.3642 -4.1652 0.12
H -4.0499 -4.0786 -4.5823 0.12
H -4.5303 -2.0319 -3.2541 0.12
H -2.9080 -1.2675 -1.5267 0.09
H 2.9881 -0.0665 -4.1295 0.02
H 2.4067 -0.0825 -4.5926 0.02
O 1.6572 1.9780 2.4860 0.07
C 1.6827 0.8933 3.2604 -0.29
C 1.2653 1.0226 4.5875 0.01
C 1.3544 -0.0601 5.4594 -0.04
C 1.8879 -1.2683 5.0093 -0.06
C 2.3092 -1.3997 3.6811 -0.02
C 2.1703 -0.3330 2.7718 -0.10
C 2.6221 -0.4987 1.3602 -0.42
O 3.8256 -0.9950 1.1871 0.04
O 1.8817 -0.3237 0.2559 -0.19
H 2.0486 1.9852 1.6075 0.10
H 0.8861 1.9728 4.9484 0.12
H 1.0305 0.0458 6.4872 0.12
H 1.9737 -2.1036 5.6915 0.11
H 2.7177 -2.3480 3.3529 0.13
```


Entry 3:
The following is a quantum chemistry calculation of C44H37N3O4PS2Zr as an isolated structure, from the Open Molecules 2025 dataset.

Values from the calculation:
* orbital gap: 0.2421 hartree
* ΔE to the lowest compared entry with this formula, charge and spin: 0.476 eV
* total charge: +1
* spin multiplicity: 1
* largest force on an atom: 0.5 eV Å⁻¹

```
92
Properties=species:S:1:pos:R:3:lowdin_charge:R:1
Zr -0.2697 -0.0200 0.3450 1.80
O 1.6988 -0.0786 0.7924 -0.36
C 1.4298 -1.4322 0.6842 -0.54
C 1.8994 -2.4270 1.6989 -0.22
C 1.8681 -2.5400 3.0814 -0.01
C 2.3468 -3.7243 3.6272 -0.06
C 2.8270 -4.7722 2.8356 -0.08
C 2.8644 -4.6627 1.4518 -0.05
C 2.4202 -3.4682 0.9148 -0.24
P 2.1010 -2.5537 -0.5874 1.15
C 0.9160 -3.3907 -1.6362 -0.29
C 0.0241 -4.2716 -1.0237 -0.06
C -0.9735 -4.8745 -1.7711 -0.06
C -1.0839 -4.6028 -3.1285 -0.06
C -0.1968 -3.7285 -3.7403 -0.06
C 0.8017 -3.1199 -2.9969 -0.09
C 3.4946 -1.9900 -1.5501 -0.29
C 4.0735 -0.7718 -1.1934 -0.06
C 5.1650 -0.3017 -1.9091 -0.06
C 5.6757 -1.0417 -2.9650 -0.06
C 5.1037 -2.2602 -3.3128 -0.06
C 4.0119 -2.7374 -2.6085 -0.08
H 1.4738 -1.7492 3.7056 0.11
H 2.3410 -3.8493 4.7027 0.11
H 3.1832 -5.6752 3.3125 0.11
H 3.2484 -5.4678 0.8388 0.11
H 0.1090 -4.4830 0.0352 0.11
H -1.6620 -5.5596 -1.2949 0.11
H -1.8610 -5.0789 -3.7120 0.11
H -0.2802 -3.5200 -4.7987 0.11
H 1.4875 -2.4360 -3.4780 0.09
H 3.6603 -0.1999 -0.3717 0.10
H 5.6165 0.6442 -1.6408 0.11
H 6.5270 -0.6715 -3.5210 0.11
H 5.5099 -2.8364 -4.1330 0.11
H 3.5635 -3.6846 -2.8824 0.11
S 3.3353 2.6355 4.3013 1.07
C 3.8553 3.2732 5.7959 -0.40
C 2.8858 4.0158 6.3972 -0.17
C 1.7056 4.0927 5.6166 -0.11
C 1.8024 3.4058 4.4381 -0.50
C 0.7812 3.2830 3.3961 -0.17
C 0.7431 2.1472 2.5633 -0.05
N -0.1631 1.9751 1.6222 0.03
C -1.1143 2.9227 1.4387 -0.14
C -1.1519 4.0937 2.1965 -0.12
C -2.1680 5.0738 1.9239 0.00
C -3.0832 4.8755 0.9526 0.00
C -3.0749 3.6713 0.1682 -0.12
C -3.9889 3.4119 -0.8650 0.07
C -3.9270 2.2319 -1.5760 -0.18
C -2.9177 1.3136 -1.2224 -0.06
N -2.0414 1.5427 -0.2683 0.04
C -2.1026 2.7021 0.4215 -0.14
C -4.8662 1.9270 -2.6570 -0.50
C -6.1622 2.3436 -2.7795 -0.11
C -6.7838 1.8685 -3.9617 -0.17
C -5.9480 1.1016 -4.7140 -0.40
S -4.4070 0.9483 -3.9967 1.06
C -0.1703 4.2582 3.1855 0.07
H 4.8476 3.0587 6.1573 0.07
H 3.0087 4.4929 7.3576 0.11
H 0.8146 4.6205 5.9259 0.12
H 1.4765 1.3540 2.6585 0.10
H -2.1805 5.9798 2.5159 0.12
H -3.8414 5.6204 0.7489 0.12
H -4.7349 4.1570 -1.1135 0.13
H -2.8306 0.3599 -1.7319 0.12
H -6.6647 2.9472 -2.0370 0.12
H -7.8055 2.0823 -4.2362 0.11
H -6.1557 0.6193 -5.6550 0.07
H -0.1571 5.1676 3.7738 0.13
N -4.0825 -2.3884 2.0243 0.01
C -2.7874 -2.3095 2.6786 -0.19
C -1.8519 -1.4409 1.8901 -0.61
O -0.9588 -0.7443 2.4507 -0.08
O -1.9331 -1.4388 0.6134 -0.13
H -4.6971 -3.0149 2.5268 0.07
H -3.9783 -2.7377 1.0797 0.07
H -2.2645 -3.2722 2.7928 0.13
H -2.8910 -1.8808 3.6742 0.13
C 1.0669 0.3986 -3.7451 -0.05
C 0.3106 1.0011 -2.5756 -0.52
C 1.0984 2.1372 -1.9348 -0.04
O 0.0088 0.0107 -1.6103 -0.38
H 1.3040 1.1747 -4.4753 0.09
H 0.4701 -0.3675 -4.2398 0.07
H 2.0068 -0.0409 -3.4027 0.07
H -0.6421 1.4021 -2.9548 0.13
H 2.0371 1.7563 -1.5261 0.08
H 0.5294 2.5967 -1.1195 0.06
H 1.3246 2.9208 -2.6589 0.09
```